No. 1
6 unconnected molecules or ions with the total composition C51H66F8N4O4P at a distorted geometry, computed with wB97M-V/def2-TZVPD.

Atoms and positions in Å:
C1 1.54 -6.72 0.87
O1 0.18 -6.90 0.54
C2 -0.57 -5.70 0.45
C3 -2.01 -5.97 0.93
C4 -3.10 -5.54 -0.08
C5 -4.06 -4.46 0.45
C6 -3.72 -3.02 0.05
C7 -2.21 -2.75 0.10
C8 -1.92 -1.30 -0.29
C9 -0.43 -0.87 -0.14
N1 0.41 -2.04 -0.04
N2 -0.08 0.03 -1.30
P1 0.03 -0.73 -3.02
O2 -0.57 -2.22 -2.94
O3 -1.14 0.07 -3.83
C10 1.18 0.83 -1.11
C11 1.90 0.64 0.24
N3 2.91 -0.41 0.04
C12 4.08 -0.02 -0.30
C13 4.96 0.84 0.57
C14 4.69 -0.46 -1.60
O4 1.09 0.38 1.35
C15 -0.25 -0.04 1.16
C16 -1.10 1.26 1.15
C17 -0.75 2.20 2.31
N4 0.36 3.10 1.92
C18 -0.58 -0.89 2.40
C19 -2.00 -0.76 2.99
C20 -2.36 -2.05 3.71
F1 -1.38 -2.88 4.11
C21 -3.63 -2.38 3.91
F2 -4.08 -3.59 4.19
F3 -4.59 -1.47 3.80
H1 1.86 -7.57 1.46
H2 2.18 -6.70 -0.02
H3 1.72 -5.83 1.47
H4 -0.14 -4.91 1.07
H5 -0.60 -5.39 -0.59
H6 -2.18 -5.53 1.91
H7 -2.07 -7.05 1.05
H8 -3.70 -6.42 -0.29
H9 -2.65 -5.25 -1.03
H10 -5.06 -4.69 0.06
H11 -4.13 -4.52 1.54
H12 -4.11 -2.78 -0.94
H13 -4.18 -2.34 0.76
H14 -1.76 -3.36 -0.68
H15 -1.82 -3.00 1.08
H16 -2.58 -0.64 0.25
H17 -2.23 -1.24 -1.34
H18 1.11 -1.92 0.69
H19 0.95 -2.25 -0.87
H20 -0.85 0.71 -1.36
H21 -1.22 -2.40 -3.63
H22 -0.79 0.93 -4.08
H23 0.94 1.88 -1.26
H24 1.88 0.56 -1.89
H25 2.44 1.58 0.43
H26 5.83 0.22 0.79
H27 4.44 1.12 1.48
H28 5.32 1.72 0.03
H29 5.78 -0.39 -1.61
H30 4.30 0.21 -2.37
H31 4.39 -1.48 -1.85
H32 -2.17 1.07 1.06
H33 -0.83 1.85 0.27
H34 -0.50 1.65 3.21
H35 -1.63 2.81 2.52
H36 0.00 4.05 1.86
H37 1.02 3.11 2.69
H38 0.12 -0.58 3.17
H39 -0.38 -1.95 2.24
H40 -1.99 0.01 3.76
H41 -2.79 -0.56 2.28
F4 3.09 -1.59 -4.71
C22 3.76 -2.51 -5.44
C23 3.14 -3.71 -5.74
C24 3.84 -4.65 -6.48
C25 5.13 -4.39 -6.90
C26 5.74 -3.19 -6.58
C27 5.05 -2.23 -5.84
H42 2.13 -3.89 -5.40
H43 3.36 -5.59 -6.74
H44 5.67 -5.13 -7.48
H45 6.75 -2.98 -6.90
H46 5.50 -1.28 -5.59
F5 2.04 3.52 4.19
C28 2.08 4.14 5.40
C29 1.72 5.47 5.48
C30 1.76 6.09 6.71
C31 2.16 5.39 7.84
C32 2.52 4.05 7.73
C33 2.47 3.41 6.50
H47 1.42 6.00 4.58
H48 1.47 7.13 6.80
H49 2.19 5.88 8.80
H50 2.83 3.50 8.61
H51 2.74 2.37 6.40
F6 0.01 3.60 -4.69
C34 -1.17 3.95 -5.26
C35 -2.24 3.10 -5.13
C36 -3.46 3.45 -5.71
C37 -3.57 4.64 -6.41
C38 -2.47 5.48 -6.54
C39 -1.26 5.14 -5.96
H52 -2.14 2.18 -4.58
H53 -4.31 2.79 -5.61
H54 -4.51 4.91 -6.87
H55 -2.56 6.40 -7.09
H56 -0.40 5.79 -6.04
F7 -4.92 -6.36 10.75
C40 -4.50 -5.79 9.60
C41 -3.74 -6.53 8.72
C42 -3.31 -5.93 7.54
C43 -3.64 -4.61 7.27
C44 -4.40 -3.88 8.17
C45 -4.84 -4.47 9.35
H57 -3.49 -7.55 8.96
H58 -2.72 -6.50 6.84
H59 -3.30 -4.15 6.35
H60 -4.65 -2.85 7.97
H61 -5.44 -3.93 10.07
F8 -0.15 8.04 -7.11
C46 0.84 8.79 -6.58
C47 1.12 8.67 -5.24
C48 2.14 9.43 -4.70
C49 2.85 10.31 -5.51
C50 2.55 10.42 -6.85
C51 1.53 9.65 -7.40
H62 0.55 7.98 -4.63
H63 2.39 9.35 -3.65
H64 3.65 10.92 -5.08
H65 3.10 11.11 -7.48
H66 1.28 9.72 -8.46

Computed properties:
**HOMO-LUMO gap**: 8.20 eV
**Net charge**: +1
**DFT total energy**: -99127.97255 eV

Atom charges from the Mulliken analysis, given in e for atoms 1 to 5: -0.66 -0.45 0.43 -0.76 -0.88

=====

No. 2
A single C23H21N5O5S molecule, computed with wB97M-V/def2-TZVPD.

Atoms and positions in Å:
C1 -5.01 -2.80 0.86
N1 -4.37 -1.50 0.71
C2 -3.04 -1.37 1.10
O1 -2.42 -2.30 1.55
C3 -2.49 -0.03 0.89
C4 -1.15 0.20 1.21
C5 -0.60 1.43 0.98
S1 1.12 1.73 1.30
O2 1.27 2.88 2.13
O3 1.72 0.49 1.75
N2 1.71 2.20 -0.18
C6 1.98 1.31 -1.30
C7 3.39 0.67 -1.29
O4 4.03 0.61 -2.32
N3 3.80 0.25 -0.08
C8 5.01 -0.35 0.26
C9 5.18 -0.77 1.58
C10 6.37 -1.36 1.95
C11 7.36 -1.51 0.99
N4 7.21 -1.11 -0.26
C12 6.07 -0.55 -0.63
C13 0.88 0.28 -1.42
C14 -0.30 0.66 -2.05
C15 -1.35 -0.24 -2.18
C16 -1.23 -1.52 -1.68
C17 -0.06 -1.90 -1.05
C18 0.99 -1.01 -0.92
C19 -1.37 2.47 0.47
C20 -2.70 2.26 0.16
C21 -3.27 1.00 0.35
N5 -4.58 0.74 0.02
C22 -5.42 1.78 -0.53
C23 -5.16 -0.51 0.18
O5 -6.31 -0.72 -0.13
H1 -5.36 -3.15 -0.11
H2 -5.86 -2.72 1.53
H3 -4.27 -3.49 1.27
H4 -0.56 -0.60 1.62
H5 2.32 2.99 -0.10
H6 1.96 1.93 -2.21
H7 3.13 0.31 0.69
H8 4.38 -0.63 2.29
H9 6.53 -1.69 2.97
H10 8.31 -1.96 1.23
H11 5.99 -0.25 -1.66
H12 -0.39 1.66 -2.45
H13 -2.25 0.07 -2.68
H14 -2.04 -2.23 -1.79
H15 0.04 -2.90 -0.66
H16 1.90 -1.33 -0.43
H17 -0.91 3.43 0.32
H18 -3.28 3.08 -0.23
H19 -5.02 2.15 -1.47
H20 -5.52 2.61 0.18
H21 -6.40 1.34 -0.71

Computed properties:
**HOMO-LUMO gap**: 8.48 eV
**Energy above the lowest of the compared OMol25 structures with the same formula, charge and spin**: 0.317 eV
**Net charge**: 0
**DFT total energy**: -52717.06612 eV
**SMILES**: Cn1c(=O)c2cc(S(=O)(=O)N[C@@H](C(=O)Nc3cccnc3)c3ccccc3)ccc2n(C)c1=O

Atom charges from the Mulliken analysis, given in e for atoms 1 to 5: -1.19 -0.02 0.62 -0.67 0.40

=====

No. 3
A molecular structure, C48H36ClCrO5P2S, computed with wB97M-V/def2-TZVPD.

Atoms and positions in Å:
Cr1 1.39 -0.08 -0.88
O1 2.19 -0.81 0.69
S1 0.98 -0.08 1.28
C1 0.05 -1.16 2.27
C2 -0.36 -0.73 3.52
C3 -0.95 -1.59 4.46
C4 -1.05 -2.92 4.13
C5 -1.57 -4.09 4.91
C6 -1.42 -5.31 3.97
C7 -0.89 -4.73 2.68
C8 -0.65 -5.30 1.46
C9 -0.24 -4.47 0.41
C10 0.01 -3.11 0.55
P1 0.07 -2.14 -0.99
C11 -1.69 -2.20 -1.42
C12 -2.57 -1.63 -0.49
C13 -3.93 -1.79 -0.64
C14 -4.43 -2.50 -1.72
C15 -3.57 -3.05 -2.65
C16 -2.19 -2.92 -2.49
C17 1.03 -3.06 -2.20
C18 2.01 -3.97 -1.83
C19 2.83 -4.55 -2.79
C20 2.68 -4.20 -4.13
C21 1.72 -3.26 -4.50
C22 0.91 -2.68 -3.54
C23 -0.16 -2.52 1.83
C24 -0.66 -3.35 2.84
C25 1.42 1.30 2.21
C26 2.16 1.10 3.37
C27 2.51 2.16 4.21
C28 2.08 3.42 3.88
C29 2.24 4.73 4.58
C30 1.56 5.78 3.66
C31 1.04 4.98 2.49
C32 0.39 5.36 1.36
C33 0.12 4.37 0.39
C34 0.42 3.03 0.55
P2 0.17 1.99 -0.92
C35 -1.58 1.70 -1.17
C36 -1.97 1.03 -2.33
C37 -3.31 0.89 -2.64
C38 -4.27 1.39 -1.77
C39 -3.89 2.02 -0.59
C40 -2.55 2.18 -0.29
C41 0.75 3.04 -2.28
C42 2.00 3.66 -2.15
C43 2.49 4.45 -3.17
C44 1.75 4.63 -4.33
C45 0.51 4.04 -4.46
C46 0.00 3.24 -3.44
C47 1.04 2.60 1.76
C48 1.36 3.62 2.68
H1 -0.22 0.30 3.80
H2 -1.28 -1.21 5.41
H3 -2.62 -3.92 5.19
H4 -1.02 -4.21 5.84
H5 -2.37 -5.83 3.81
H6 -0.72 -6.05 4.37
H7 -0.81 -6.36 1.28
H8 -0.16 -4.90 -0.58
H9 -2.19 -1.06 0.35
H10 -4.61 -1.36 0.09
H11 -5.50 -2.63 -1.84
H12 -3.96 -3.61 -3.49
H13 -1.53 -3.39 -3.20
H14 2.15 -4.24 -0.79
H15 3.58 -5.26 -2.50
H16 3.32 -4.65 -4.88
H17 1.62 -2.97 -5.54
H18 0.18 -1.93 -3.85
H19 2.45 0.09 3.63
H20 3.09 1.97 5.11
H21 3.30 4.95 4.74
H22 1.78 4.69 5.57
H23 2.26 6.54 3.32
H24 0.75 6.30 4.17
H25 0.11 6.39 1.16
H26 -0.33 4.69 -0.54
H27 -1.22 0.63 -3.01
H28 -3.61 0.38 -3.54
H29 -5.32 1.28 -2.00
H30 -4.65 2.40 0.09
H31 -2.26 2.71 0.61
H32 2.58 3.53 -1.25
H33 3.46 4.92 -3.06
H34 2.14 5.25 -5.13
H35 -0.08 4.20 -5.35
H36 -0.98 2.80 -3.56
O2 4.43 0.69 -3.03
Cl1 3.43 0.21 -2.19
O3 3.60 -1.12 -1.69
O4 2.07 0.20 -2.83
O5 3.17 1.08 -1.01

Computed properties:
**HOMO-LUMO gap (spin up / spin down)**: 7.18 / 7.53 eV
**Energy above the lowest of the compared OMol25 structures with the same formula, charge and spin**: 0.038 eV
**Net charge**: +2
**<S²>**: 0.7746
**DFT total energy**: -130933.55237 eV
**2S+1**: 2

Atom charges from the Mulliken analysis, given in e for atoms 1 to 5: -0.28 -0.53 2.81 0.48 -0.51